# 1
{"formula": "C33H40N2O6", "method": "the ωB97M-V functional and the def2-TZVPD basis", "orbital_gap_ha": 0.248, "relative_energy_kcal_mol": 0.0, "smiles": "CCCCC1=CC2=C(c3ccco3)C(=O)[C@@](C)(OC(=O)c3ccc(OC)cc3)C(=O)C2=CN1CCCN(CC)CC", "multiplicity": 1, "symbols": ["C", "H", "H", "C", "N", "H", "C", "O", "C", "C", "H", "C", "H", "H", "C", "C", "H", "C", "H", "C", "H", "H", "H", "H", "C", "H", "C", "C", "H", "O", "C", "H", "C", "C", "H", "H", "C", "C", "H", "C", "C", "C", "H", "H", "C", "O", "C", "H", "H", "H", "C", "H", "C", "H", "H", "C", "C", "H", "C", "C", "O", "H", "H", "H", "H", "H", "C", "H", "C", "H", "O", "H", "H", "C", "H", "H", "H", "C", "O", "H", "N"], "coordinates": [[-1.974, -1.473, 0.674], [-4.173, -3.693, -3.365], [0.927, -4.308, -3.829], [-1.417, -2.253, -0.379], [0.140, -0.989, 1.639], [0.104, -3.097, -4.826], [0.727, -3.040, -1.416], [1.719, -0.767, -2.035], [-5.718, -3.535, -1.769], [6.160, 0.575, 2.542], [-6.253, -3.087, 0.346], [4.680, -1.681, -0.020], [1.931, 1.734, -1.751], [4.890, 0.469, 0.003], [-2.070, 1.504, 1.833], [0.019, 0.881, -2.182], [-3.535, 2.200, 3.248], [-0.009, -2.756, -2.712], [3.241, -0.129, -0.214], [1.060, -0.252, 2.480], [3.553, 1.944, 1.471], [0.577, 0.051, 3.407], [-3.684, 3.731, 1.321], [1.155, 1.884, 2.025], [-4.434, -3.471, -2.352], [-3.412, 4.512, -0.996], [4.978, -0.394, 2.651], [-2.615, 2.565, 2.785], [1.888, -0.924, 2.723], [-0.318, -1.346, -2.794], [-1.004, 3.432, -1.709], [4.587, -0.366, 3.674], [1.656, 0.958, 1.741], [3.155, 1.092, 2.044], [1.662, -2.711, -4.050], [-3.228, 4.637, 2.762], [-3.571, -3.079, -1.357], [-1.346, 1.124, -2.291], [4.608, -1.813, -1.096], [0.369, 3.185, -1.589], [-5.560, -3.179, -0.467], [0.716, -1.773, 0.688], [4.072, -2.449, 0.450], [-2.807, 6.121, -1.456], [-1.856, 2.387, -2.061], [-1.853, -4.151, -3.391], [-1.221, -0.822, 1.604], [-2.008, 0.314, -2.553], [-2.752, 1.381, 0.989], [-2.918, 2.548, -2.157], [-1.897, 0.145, 2.529], [-3.047, 4.876, -2.707], [-2.899, 3.874, 2.061], [-2.883, -0.246, 2.787], [1.789, -1.871, 0.729], [0.018, -2.354, -0.314], [0.872, 1.929, -1.827], [5.717, -1.822, 0.276], [-2.745, 5.056, -1.671], [-1.432, -3.389, -2.547], [-4.269, -2.899, -0.204], [1.013, 4.006, -1.317], [1.514, 0.820, 0.668], [6.912, 0.316, 3.282], [-1.347, 0.280, 3.459], [-6.633, -3.809, -2.255], [0.722, -3.248, -3.945], [-1.112, 1.836, 1.427], [-2.137, -2.881, -1.393], [-3.041, -1.329, 0.696], [1.678, -3.769, -1.296], [3.272, 1.318, 3.107], [-2.007, 4.233, 1.553], [0.584, -0.475, -2.343], [6.617, 0.520, 1.558], [-1.891, 2.741, 3.584], [5.328, -1.411, 2.464], [4.167, -0.292, 0.340], [-1.396, 4.704, -1.461], [5.839, 1.599, 2.720], [3.858, -0.146, 1.759]], "nbo_charge": [-0.32, 0.25, 0.24, 0.17, -0.36, 0.23, 0.58, -0.62, -0.31, -0.64, 0.20, -0.62, 0.23, 0.16, -0.39, -0.24, 0.20, 0.05, 0.22, -0.23, 0.18, 0.21, 0.20, 0.21, -0.31, 0.18, -0.21, -0.39, 0.24, -0.50, 0.34, 0.19, -0.42, -0.20, 0.23, 0.21, 0.27, -0.07, 0.23, -0.27, 0.06, 0.08, 0.21, 0.20, -0.34, -0.56, 0.27, 0.23, 0.21, 0.22, -0.43, 0.18, -0.60, 0.23, 0.24, -0.19, -0.14, 0.20, -0.25, 0.55, -0.43, 0.23, 0.22, 0.22, 0.21, 0.22, -0.62, 0.20, -0.29, 0.24, -0.51, 0.19, 0.21, 0.81, 0.21, 0.19, 0.20, -0.23, -0.49, 0.20, -0.48]}

---

# 2
{"formula": "C33H40N3OP2SSbSe4Ti", "method": "the ωB97M-V functional and the def2-TZVPD basis", "orbital_gap_ha": [0.223, 0.223], "relative_energy_kcal_mol": 28.2, "multiplicity": 1, "symbols": ["H", "C", "C", "P", "C", "C", "Ti", "C", "C", "H", "H", "H", "C", "C", "C", "H", "H", "H", "H", "C", "H", "C", "H", "H", "H", "S", "H", "H", "C", "C", "N", "H", "H", "C", "N", "H", "C", "C", "C", "C", "H", "O", "H", "H", "H", "H", "C", "Se", "H", "N", "C", "H", "C", "H", "C", "H", "C", "Sb", "C", "H", "H", "P", "H", "H", "C", "C", "C", "C", "Se", "H", "C", "H", "Se", "H", "C", "H", "H", "C", "H", "C", "H", "H", "H", "C", "Se", "H"], "coordinates": [[0.578, 3.115, 4.422], [-3.445, -4.714, 1.421], [-0.784, 2.984, 0.200], [-0.082, -0.272, -1.827], [-2.726, -3.590, 1.030], [-1.312, 0.085, 4.412], [0.473, 1.190, 0.411], [-2.251, 1.032, 4.804], [-5.306, -3.310, 2.008], [-2.182, -1.393, -2.429], [-3.995, 1.319, 1.924], [1.251, -1.236, -4.320], [3.813, 1.969, -0.029], [-1.835, -0.361, -2.473], [1.212, -0.155, -4.349], [-6.309, -3.200, 2.397], [-0.828, 3.498, -0.762], [3.552, -3.545, -1.782], [4.600, 0.272, -2.730], [-3.293, -2.324, 1.122], [2.137, -0.045, -6.275], [-2.299, 0.023, 2.207], [-0.582, -1.137, 2.823], [-1.352, -2.986, -1.897], [-0.130, 4.598, 3.862], [2.278, 2.738, -0.408], [2.074, 2.427, -6.364], [-1.710, -3.697, 0.666], [0.267, -4.368, -1.848], [3.751, 2.662, 2.342], [4.473, 1.321, -0.970], [2.062, -5.535, -1.736], [5.100, 1.386, 1.397], [2.477, -3.435, -1.840], [0.146, 3.649, 3.684], [-5.036, -1.208, 1.717], [1.713, 0.518, -5.453], [0.552, -1.973, -1.902], [-0.276, -3.091, -1.885], [1.674, 1.905, -5.504], [1.080, 3.699, -4.485], [0.629, 2.018, 2.249], [3.010, 1.995, 2.778], [3.301, 3.613, 2.065], [0.511, 4.570, 0.923], [-3.753, 0.558, -2.522], [-3.212, 1.473, 3.908], [2.766, -3.881, 2.104], [-2.223, 1.431, 5.811], [4.366, 2.057, 1.174], [0.195, 3.175, 2.445], [5.232, 0.705, -0.666], [-3.235, 0.971, 2.612], [-3.955, 2.198, 4.215], [4.008, 1.090, -2.326], [0.203, 2.513, -2.525], [1.119, 2.618, -4.452], [4.177, -2.005, 1.727], [0.625, 1.945, -3.344], [-1.811, 2.671, 0.438], [-0.391, -5.228, -1.834], [-2.276, -0.884, 0.617], [-1.094, 4.659, 1.648], [-3.917, 0.871, 0.053], [1.641, -4.542, -1.812], [-1.338, -0.419, 3.124], [-4.734, -4.574, 1.907], [-2.902, 0.533, -1.837], [5.595, -1.942, -0.225], [2.615, -1.319, -1.896], [-4.588, -2.191, 1.620], [-5.295, -5.447, 2.216], [4.767, -0.544, 3.538], [2.959, 0.809, -2.335], [-3.450, 0.045, -0.482], [-4.248, -0.670, -0.698], [-2.993, -5.695, 1.349], [-0.325, 3.966, 1.288], [-2.538, 1.562, -1.777], [1.936, -2.162, -1.891], [-1.743, -0.096, -3.526], [4.539, 2.828, 3.072], [4.134, 1.980, -2.942], [0.680, 0.555, -3.274], [2.023, -0.374, 0.807], [-0.542, -0.249, 5.096]], "mulliken_charge": [0.29, -0.69, -1.09, 1.58, -0.45, -0.62, 0.82, -0.64, -0.75, 0.60, 0.33, 0.43, 0.09, -1.44, -0.19, 0.42, 0.54, 0.43, 0.44, 0.45, 0.43, 0.61, 0.38, 0.35, 0.21, -0.27, 0.40, 0.51, -0.71, -1.02, -0.08, 0.37, 0.25, -0.91, -0.34, 0.34, -0.76, 0.44, -0.71, -0.50, 0.43, -0.32, 0.18, 0.38, 0.33, 0.57, -0.72, -0.56, 0.41, -0.16, 0.63, 0.18, -0.43, 0.43, -0.71, 0.21, -0.80, 0.70, 0.11, 0.43, 0.43, 0.75, 0.52, 0.31, -0.77, -0.74, -0.52, -0.93, -0.67, 0.51, -0.30, 0.38, -0.59, -0.16, -1.04, 0.65, 0.44, -0.90, 0.24, -0.28, 0.71, 0.36, 0.30, -0.31, 0.29, 0.48]}

---

# 3
{"formula": "C33H40N3OP2SSbSe4Ti", "method": "the ωB97M-V functional and the def2-TZVPD basis", "orbital_gap_ha": [0.210, 0.210], "relative_energy_kcal_mol": 51.9, "multiplicity": 1, "symbols": ["H", "C", "C", "H", "H", "C", "O", "C", "N", "C", "C", "H", "H", "C", "C", "Ti", "H", "C", "C", "C", "C", "H", "H", "H", "C", "C", "H", "H", "C", "Se", "H", "P", "H", "H", "H", "C", "C", "H", "H", "C", "H", "H", "H", "C", "C", "H", "H", "C", "C", "C", "S", "H", "C", "C", "Se", "C", "N", "H", "H", "N", "H", "H", "H", "Se", "C", "C", "H", "H", "H", "P", "C", "H", "H", "C", "C", "H", "H", "Se", "H", "C", "H", "H", "Sb", "C", "H", "H"], "coordinates": [[-1.092, 3.253, 4.042], [1.344, 2.462, -4.971], [-3.103, -0.941, -0.950], [-0.304, 3.785, -4.564], [1.881, -0.485, -3.410], [1.741, -2.479, 3.950], [0.869, 1.307, 2.529], [0.200, 0.814, -3.040], [-0.282, 2.943, 3.521], [0.533, -4.430, -3.449], [-0.981, 0.669, 3.927], [-0.368, -0.135, 4.334], [3.726, 4.545, 0.491], [-0.507, -3.684, -3.984], [-3.174, -4.378, 2.530], [0.409, 0.389, 0.600], [-1.310, 2.361, -2.894], [1.637, -1.373, 1.477], [-2.903, -3.022, 2.430], [-0.076, -1.906, -2.410], [0.537, -2.053, 3.426], [1.758, -2.949, 4.924], [0.976, 5.835, -1.184], [-1.604, -1.863, -3.928], [-3.142, -0.375, 0.469], [-0.401, 2.021, -3.375], [1.597, -2.260, -1.103], [4.859, 1.846, 0.157], [0.172, 2.841, -4.339], [-1.439, 5.190, -2.204], [-0.372, -2.237, 3.996], [-1.543, -0.767, 1.388], [-4.118, -0.993, -1.350], [3.767, -1.664, 1.373], [0.181, 3.682, 2.996], [-0.804, -2.432, -3.475], [-1.311, -3.473, 0.704], [-2.612, 0.983, 2.545], [0.822, 3.573, -1.167], [-1.599, -4.823, 0.782], [-3.965, -0.837, 1.028], [-2.739, -6.337, 1.786], [-3.331, 0.706, 0.442], [2.929, -2.309, 3.243], [1.389, 0.445, -3.673], [-1.094, -5.516, 0.122], [2.864, 0.952, -5.131], [1.951, 1.258, -4.638], [-2.029, 0.135, 2.936], [0.442, -1.433, 2.173], [2.403, 1.397, -0.529], [1.219, 5.594, 0.546], [4.814, 2.761, 0.746], [0.983, -2.653, -1.904], [-0.833, 2.163, 0.255], [-2.263, -0.093, -1.905], [3.675, 3.551, 0.334], [-0.567, -3.132, -0.009], [-2.731, -0.506, 3.482], [1.655, 3.953, -0.702], [-2.487, -0.342, -2.948], [-2.723, -1.972, -0.943], [1.673, -1.029, 0.432], [-1.223, 5.813, 1.767], [1.637, 5.384, -0.446], [2.573, 3.096, -0.275], [2.119, -4.466, -2.004], [-2.512, 0.967, -1.776], [4.755, 2.499, 1.804], [-0.448, -0.249, -1.705], [-1.961, -2.555, 1.523], [-3.897, -4.724, 3.252], [-1.511, 1.144, 4.757], [1.290, -3.905, -2.416], [2.875, -1.772, 1.976], [-1.086, -4.075, -4.808], [0.753, -5.413, -3.839], [-4.389, 3.588, 0.244], [5.717, 3.342, 0.571], [-0.050, 1.673, 3.294], [1.787, 3.103, -5.719], [-3.454, -2.337, 3.059], [-2.153, 4.435, -0.020], [-2.524, -5.282, 1.708], [3.874, -2.614, 3.669], [2.630, 5.816, -0.551]], "mulliken_charge": [0.22, -0.71, -0.72, 0.47, 0.31, -0.83, -0.84, 0.57, -0.13, -0.72, -0.69, 0.06, 0.16, -0.70, -0.75, -0.44, 0.50, 1.58, -0.97, 0.57, -1.18, 0.48, 0.24, 0.33, -1.14, -0.65, 0.24, 0.39, -0.76, -0.62, 0.61, 3.29, 0.49, 0.58, 0.14, -0.86, 0.02, 0.48, -0.22, -0.82, 0.80, 0.39, 0.15, -0.86, -0.52, 0.50, 0.43, -0.78, -1.02, 0.23, -0.62, 0.28, -0.98, -0.09, 0.02, -1.43, -0.26, 0.29, 0.58, 0.17, 0.81, 0.09, -1.76, -0.66, -1.20, 1.12, 0.47, 0.35, 0.26, 2.55, 0.50, 0.45, 0.60, -0.70, -0.44, 0.44, 0.41, -0.57, 0.35, 0.00, 0.41, 0.28, 0.83, -0.76, 0.40, 0.49]}

---

Q: What is the formula in the second record?
A: C33H40N3OP2SSbSe4Ti